1.
One molecule with the formula C4H5NOS, computed with wB97M-V/def2-TZVPD.

Element x y z (Å)
C1 -0.600 0.357 0.332
C2 0.562 0.867 0.843
C3 1.203 -0.607 -0.745
C4 -0.175 -0.515 -0.739
H1 -2.493 -0.039 1.615
H2 0.687 1.624 1.625
H3 2.596 0.398 0.490
H4 1.856 -1.248 -1.320
H5 -1.928 -0.700 -1.493
N1 1.621 0.173 0.255
O1 -1.061 -1.178 -1.524
S1 -2.266 0.869 0.662

Computed properties:
E_LUMO = 0.0300 Ha
SMILES string = Oc1c[nH]cc1S
charge = 0
electronic energy = -18601.237 eV
energy above the lowest of the compared OMol25 structures with the same formula, charge and spin = 0.682 eV
HOMO-LUMO gap = 8.79 eV
HOMO = -7.98 eV

=====

2.
A 2-piece molecular cluster, CH6NO2 overall, computed with wB97M-V/def2-TZVPD.

Element x y z (Å)
N1 -0.134 -1.931 -0.295
C1 0.222 -0.580 0.258
O1 -0.761 0.099 0.846
H1 -0.346 -2.525 0.507
H2 -1.030 -1.759 -0.728
H3 1.100 -0.757 0.918
H4 0.620 -0.083 -0.646
H5 -0.130 3.097 -0.775
H6 0.062 1.760 0.003
O2 0.397 2.679 -0.088

Computed properties:
E_LUMO = 0.1638 Ha
charge = -1
electronic energy = -6719.444 eV
energy above the lowest of the compared OMol25 structures with the same formula, charge and spin = 0.387 eV
HOMO-LUMO gap = 7.18 eV
HOMO = -2.72 eV

=====

3.
One molecule with the formula C3H4O2, computed with wB97M-V/def2-TZVPD.

Element x y z (Å)
C1 -1.309 0.093 -0.307
C2 -0.087 0.159 0.525
C3 1.199 -0.394 -0.038
H1 -1.069 0.100 -1.374
H2 -0.325 0.330 1.596
H3 2.036 -0.502 0.670
H4 1.179 -0.891 -0.988
O1 -2.448 0.139 0.098
O2 0.824 0.967 -0.182

Computed properties:
E_LUMO = 0.0280 Ha
SMILES string = O=C[C@H]1CO1
charge = 0
electronic energy = -7268.717 eV
energy above the lowest of the compared OMol25 structures with the same formula, charge and spin = 1.969 eV
HOMO-LUMO gap = 10.94 eV
HOMO = -10.18 eV

=====

4.
One molecule with the formula C4H9NS2, computed with wB97M-V/def2-TZVPD.

Element x y z (Å)
C1 2.341 -1.069 0.037
C2 0.976 -0.559 0.294
C3 -1.840 -0.631 -0.096
C4 -1.630 0.890 0.263
H1 3.053 -0.440 0.471
H2 2.638 -1.079 -0.964
H3 2.542 -2.036 0.452
H4 0.992 0.501 0.001
H5 0.800 -0.484 1.349
H6 -2.626 1.384 0.396
H7 -1.138 0.934 1.279
H8 -0.734 1.237 -1.595
H9 -0.951 2.559 -0.626
N1 -0.786 1.589 -0.620
S1 -0.351 -1.452 -0.620
S2 -3.286 -1.343 -0.019

Computed properties:
E_LUMO = -0.0045 Ha
SMILES string = CCSC(=S)CN
charge = 0
electronic energy = -27453.444 eV
energy above the lowest of the compared OMol25 structures with the same formula, charge and spin = 1.300 eV
HOMO-LUMO gap = 8.40 eV
HOMO = -8.52 eV

=====

5.
One molecule with the formula C3HNOS2, computed with wB97M-V/def2-TZVPD.

Element x y z (Å)
C1 0.766 -0.549 0.014
C2 -0.289 0.496 0.339
C3 -0.107 1.339 1.520
H1 1.363 -2.265 -1.185
N1 0.141 1.963 2.475
O1 1.691 -0.816 0.750
S1 0.488 -1.345 -1.526
S2 -1.619 0.554 -0.560

Computed properties:
E_LUMO = -0.0947 Ha
SMILES string = N#CC(=S)C(=O)S
charge = 0
electronic energy = -28333.490 eV
energy above the lowest of the compared OMol25 structures with the same formula, charge and spin = 0.963 eV
HOMO-LUMO gap = 7.44 eV
HOMO = -10.01 eV

=====

6.
A 9-piece molecular cluster, C40H79FN12O8 overall, computed with wB97M-V/def2-TZVPD.

Element x y z (Å)
C1 -1.145 -1.994 5.558
C2 -0.092 -2.758 4.621
C3 0.179 -1.807 3.404
N1 1.153 -2.398 2.394
C4 0.582 -2.081 1.095
C5 0.144 -3.192 0.283
C6 -0.477 -3.035 -1.081
N2 -0.875 -4.197 -1.726
C7 -1.418 -3.862 -2.930
C8 -1.564 -2.499 -3.495
N3 -1.187 -1.380 -2.820
C9 -0.634 -1.655 -1.579
C10 -0.189 -0.474 -0.749
C11 -0.390 0.980 -1.310
F1 0.906 1.580 -1.522
C12 -1.289 1.877 -0.352
C13 -2.695 2.234 -0.964
C14 0.436 -0.674 0.569
N4 0.918 0.384 1.395
C15 2.401 0.322 1.621
C16 3.042 1.671 1.080
H1 -2.078 -1.893 4.927
H2 -1.348 -2.538 6.513
H3 -0.786 -0.934 5.722
H4 0.810 -2.989 5.248
H5 -0.617 -3.695 4.267
H6 -0.799 -1.650 2.867
H7 0.538 -0.791 3.722
H8 1.038 -3.412 2.544
H9 0.276 -4.231 0.688
H10 -1.781 -4.715 -3.567
H11 -2.035 -2.366 -4.500
H12 -0.899 0.989 -2.321
H13 -0.690 2.822 -0.165
H14 -1.389 1.371 0.653
H15 -3.365 1.337 -0.809
H16 -3.145 3.137 -0.460
H17 -2.597 2.498 -2.050
H18 0.747 1.305 0.992
H19 2.564 0.338 2.742
H20 2.888 -0.595 1.206
H21 2.599 1.990 0.094
H22 2.867 2.541 1.782
H23 4.151 1.566 0.907
C17 -0.399 -6.634 1.853
O1 -0.296 -5.729 2.665
N5 -1.554 -7.244 1.511
C18 -1.599 -8.316 0.535
C19 -2.787 -6.810 2.141
H24 0.477 -7.037 1.318
H25 -2.248 -8.017 -0.293
H26 -2.002 -9.213 1.009
H27 -0.607 -8.534 0.149
H28 -2.947 -5.751 1.928
H29 -2.704 -6.939 3.222
H30 -3.629 -7.391 1.766
C20 -4.402 5.778 0.709
O2 -3.753 5.136 -0.099
N6 -5.351 5.267 1.525
C21 -6.086 6.093 2.463
C22 -5.643 3.847 1.458
H31 -4.258 6.863 0.838
H32 -5.913 5.724 3.477
H33 -7.152 6.037 2.232
H34 -5.762 7.132 2.402
H35 -4.737 3.281 1.684
H36 -5.968 3.593 0.447
H37 -6.425 3.586 2.170
C23 5.216 3.802 -1.698
O3 4.740 3.354 -0.668
N7 4.541 3.968 -2.859
C24 5.172 4.510 -4.045
C25 3.139 3.592 -2.915
H38 6.270 4.118 -1.761
H39 4.650 5.421 -4.345
H40 5.113 3.773 -4.850
H41 6.219 4.745 -3.854
H42 2.580 4.168 -2.174
H43 3.040 2.531 -2.676
H44 2.734 3.783 -3.908
C26 -0.335 -11.728 -0.987
O4 -0.229 -10.824 -0.179
N8 -1.495 -12.337 -1.329
C27 -1.544 -13.410 -2.302
C28 -2.728 -11.902 -0.699
H45 0.540 -12.133 -1.522
H46 -2.192 -13.113 -3.131
H47 -1.948 -14.307 -1.828
H48 -0.549 -13.629 -2.689
H49 -2.887 -10.843 -0.913
H50 -2.644 -12.030 0.383
H51 -3.571 -12.481 -1.072
C29 3.211 -2.453 7.918
O5 2.210 -3.110 7.700
N9 4.095 -2.026 6.979
C30 5.266 -1.246 7.325
C31 3.860 -2.363 5.586
H52 3.486 -2.142 8.940
H53 5.221 -0.284 6.807
H54 6.162 -1.786 7.012
H55 5.312 -1.071 8.399
H56 2.895 -1.955 5.279
H57 3.830 -3.450 5.483
H58 4.649 -1.955 4.956
C32 -0.733 2.460 -6.973
O6 -1.089 2.945 -8.030
N10 -1.563 1.964 -6.023
C33 -1.066 1.400 -4.782
C34 -2.994 2.000 -6.255
H59 0.332 2.385 -6.698
H60 -1.389 0.360 -4.710
H61 -1.474 1.967 -3.942
H62 0.023 1.439 -4.744
H63 -3.227 1.435 -7.161
H64 -3.311 3.035 -6.400
H65 -3.527 1.568 -5.408
C35 6.452 7.380 0.607
O7 7.098 6.735 -0.200
N11 5.499 6.875 1.425
C36 4.769 7.706 2.360
C37 5.200 5.453 1.359
H66 6.601 8.465 0.735
H67 4.939 7.338 3.375
H68 3.703 7.655 2.129
H69 5.099 8.743 2.297
H70 6.105 4.886 1.587
H71 4.878 5.203 0.355
H72 4.416 5.195 2.071
C38 -3.245 7.455 -2.894
O8 -3.046 8.655 -2.935
N12 -3.162 6.611 -3.953
C39 -3.413 5.190 -3.822
C40 -2.811 7.149 -5.254
H73 -3.517 6.944 -1.957
H74 -2.517 4.638 -4.120
H75 -4.246 4.911 -4.473
H76 -3.663 4.934 -2.792
H77 -1.832 7.628 -5.194
H78 -3.549 7.899 -5.545
H79 -2.784 6.354 -5.999

Computed properties:
E_LUMO = -0.0055 Ha
SMILES string = CCCNc1cc2nccnc2c([C@H](F)CC)c1NCC.CN(C)C=O.CN(C)C=O.CN(C)C=O.CN(C)C=O.CN(C)C=O.CN(C)C=O.CN(C)C=O.CN(C)C=O
charge = 0
electronic energy = -79738.074 eV
HOMO-LUMO gap = 7.72 eV
HOMO = -7.87 eV

=====

7.
A 7-piece molecular cluster, C49H110N6O4P overall, computed with wB97M-V/def2-TZVPD.

Element x y z (Å)
P1 6.013 14.375 24.156
O1 5.824 15.193 22.824
O2 5.120 15.046 25.277
O3 7.509 14.478 24.607
O4 5.631 12.899 23.982
C1 1.055 12.438 22.746
C2 1.201 12.760 24.210
C3 2.605 12.540 24.685
N1 2.852 12.434 26.180
C4 2.429 13.713 26.800
C5 4.260 12.080 26.479
C6 4.308 11.529 27.882
C7 2.940 10.875 28.089
C8 2.090 11.341 26.902
H1 1.277 11.373 22.625
H2 1.775 12.996 22.144
H3 0.031 12.595 22.416
H4 0.581 12.077 24.806
H5 0.813 13.768 24.378
H6 3.269 13.357 24.390
H7 3.011 11.580 24.359
H8 1.404 14.034 26.643
H9 3.107 14.474 26.387
H10 2.636 13.816 27.868
H11 4.965 12.858 26.215
H12 4.522 11.237 25.834
H13 4.455 12.284 28.663
H14 5.106 10.821 28.096
H15 2.429 11.117 29.020
H16 2.996 9.787 28.118
H17 1.132 11.727 27.242
H18 1.887 10.509 26.227
C9 12.349 12.098 25.342
C10 11.007 11.480 25.764
C11 10.023 11.546 24.591
N2 8.666 10.994 24.917
C12 7.848 11.044 23.625
C13 8.684 9.515 25.315
C14 8.319 9.460 26.794
C15 8.137 10.910 27.284
C16 7.976 11.757 26.021
H19 12.906 11.440 24.671
H20 13.071 12.207 26.151
H21 12.141 13.059 24.869
H22 10.612 12.051 26.603
H23 11.178 10.448 26.074
H24 10.383 11.009 23.717
H25 9.905 12.618 24.422
H26 8.303 10.570 22.762
H27 7.818 12.128 23.469
H28 6.805 10.844 23.850
H29 8.129 8.909 24.606
H30 9.686 9.090 25.211
H31 7.323 9.006 26.797
H32 9.005 8.898 27.416
H33 7.447 11.107 28.099
H34 9.097 11.130 27.765
H35 6.911 11.873 25.817
H36 8.392 12.760 25.922
C17 4.083 19.780 27.499
C18 5.363 18.992 27.806
C19 5.208 17.492 27.850
N3 6.570 16.735 27.881
C20 7.275 16.942 26.572
C21 6.208 15.276 28.101
C22 6.267 15.085 29.619
C23 6.813 16.362 30.234
C24 7.426 17.129 29.067
H37 3.441 19.888 28.375
H38 3.535 19.292 26.696
H39 4.326 20.818 27.273
H40 5.832 19.384 28.713
H41 6.110 19.276 27.056
H42 4.784 17.107 26.921
H43 4.724 17.129 28.754
H44 8.130 16.268 26.528
H45 7.644 17.965 26.535
H46 6.625 16.624 25.751
H47 6.992 14.721 27.587
H48 5.252 15.109 27.615
H49 6.680 14.103 29.848
H50 5.246 14.975 30.003
H51 7.601 16.254 30.977
H52 6.002 16.985 30.612
H53 8.424 16.708 28.948
H54 7.437 18.195 29.262
C25 6.142 16.311 17.667
C26 6.682 15.031 18.318
C27 5.712 14.662 19.447
N4 5.789 13.246 19.976
C28 7.105 13.078 20.704
C29 5.639 12.176 18.898
C30 4.176 11.798 18.796
C31 3.483 12.355 20.056
C32 4.638 12.870 20.899
H55 5.816 16.972 18.477
H56 5.231 16.141 17.091
H57 6.884 16.727 16.990
H58 7.713 15.183 18.630
H59 6.642 14.285 17.524
H60 4.677 14.856 19.157
H61 5.825 15.235 20.374
H62 7.941 13.384 20.075
H63 7.316 12.042 20.955
H64 7.069 13.697 21.600
H65 6.300 11.347 19.140
H66 5.983 12.622 17.970
H67 4.111 10.721 18.652
H68 3.812 12.233 17.865
H69 3.009 11.501 20.539
H70 2.679 13.054 19.835
H71 5.097 12.029 21.417
H72 4.325 13.609 21.631
C33 10.109 19.316 19.201
C34 9.837 17.980 19.898
C35 9.931 18.099 21.423
N5 9.657 16.806 22.180
C36 8.478 16.037 21.728
C37 10.917 15.926 22.120
C38 11.753 16.267 23.385
C39 10.629 16.321 24.398
C40 9.509 17.065 23.671
H73 10.519 19.116 18.209
H74 10.882 19.881 19.722
H75 9.244 19.943 18.994
H76 10.588 17.267 19.550
H77 8.881 17.549 19.599
H78 9.141 18.739 21.817
H79 10.894 18.491 21.741
H80 8.457 15.854 20.657
H81 7.644 16.714 21.923
H82 8.255 15.186 22.374
H83 10.544 14.932 22.367
H84 11.411 16.083 21.168
H85 12.617 15.630 23.541
H86 12.153 17.247 23.102
H87 10.120 15.358 24.538
H88 10.968 16.760 25.332
H89 8.505 16.952 24.068
H90 9.764 18.125 23.792
C41 1.026 19.698 20.206
C42 1.654 18.385 20.651
C43 2.273 18.596 22.050
N6 3.271 17.513 22.474
C44 4.452 17.538 21.538
C45 5.410 18.714 21.801
C46 5.822 18.671 23.248
C47 4.602 18.951 24.120
C48 3.619 17.761 23.919
C49 2.659 16.131 22.378
H91 0.543 19.506 19.249
H92 1.676 20.572 20.108
H93 0.322 20.160 20.905
H94 2.347 18.075 19.871
H95 0.936 17.569 20.734
H96 1.615 18.738 22.904
H97 2.871 19.507 22.004
H98 4.135 17.481 20.500
H99 5.047 16.628 21.644
H100 5.116 19.683 21.389
H101 6.241 18.497 21.117
H102 6.604 19.411 23.435
H103 6.208 17.664 23.434
H104 4.139 19.871 23.761
H105 4.914 18.938 25.158
H106 2.731 17.890 24.534
H107 4.233 16.960 24.347
H108 2.400 15.996 21.332
H109 1.798 16.075 23.041
H110 3.418 15.404 22.675

Computed properties:
E_LUMO = -0.1879 Ha
charge = +3
electronic energy = -78995.211 eV
energy above the lowest of the compared OMol25 structures with the same formula, charge and spin = 1.274 eV
HOMO-LUMO gap = 7.80 eV
HOMO = -12.91 eV

=====

8.
C37H26F2N4P2PtSe2 as an isolated structure, computed with wB97M-V/def2-TZVPD.

Element x y z (Å)
Pt1 2.828 1.154 0.113
F1 7.899 -0.620 0.010
C1 7.080 0.416 0.026
C2 5.705 0.182 0.038
C3 4.826 1.233 0.094
C4 5.359 2.606 0.088
C5 6.806 2.753 0.081
F2 7.314 3.984 0.090
C6 7.645 1.707 0.046
C7 4.446 3.614 0.084
C8 4.712 5.024 0.161
C9 3.696 5.925 0.219
C10 2.368 5.447 0.219
C11 2.118 4.084 0.129
N1 3.084 3.166 0.042
H1 5.394 -0.851 0.023
H2 8.718 1.847 0.033
H3 5.735 5.357 0.186
H4 3.898 6.986 0.267
H5 1.530 6.128 0.274
H6 1.107 3.720 0.100
Se1 -2.986 -2.638 -0.206
P1 -3.015 -0.463 -0.434
C12 -4.121 0.137 0.830
C13 -5.398 0.580 0.490
C14 -6.256 0.995 1.499
C15 -5.847 0.947 2.824
C16 -4.572 0.498 3.158
C17 -3.706 0.086 2.163
C18 -3.580 0.041 -2.060
C19 -3.766 1.404 -2.317
C20 -4.228 1.801 -3.560
C21 -4.499 0.856 -4.543
C22 -4.306 -0.494 -4.291
C23 -3.849 -0.909 -3.047
C24 -1.394 0.248 -0.147
C25 -0.084 -0.145 0.074
N2 0.645 1.001 0.107
N3 -0.176 2.027 -0.072
N4 -1.400 1.597 -0.234
P2 0.778 -1.684 0.270
Se2 2.865 -1.175 -0.253
C26 0.721 -2.328 1.936
C27 -0.512 -2.605 2.529
C28 -0.552 -3.101 3.820
C29 0.629 -3.321 4.521
C30 1.855 -3.046 3.932
C31 1.908 -2.548 2.638
C32 0.166 -2.862 -0.926
C33 -0.132 -4.177 -0.560
C34 -0.540 -5.075 -1.537
C35 -0.638 -4.666 -2.861
C36 -0.334 -3.356 -3.226
C37 0.072 -2.449 -2.261
H7 -5.719 0.607 -0.543
H8 -7.245 1.355 1.246
H9 -6.528 1.262 3.606
H10 -4.257 0.476 4.193
H11 -2.704 -0.241 2.418
H12 -3.542 2.141 -1.558
H13 -4.377 2.854 -3.763
H14 -4.866 1.177 -5.511
H15 -4.516 -1.228 -5.057
H16 -3.712 -1.962 -2.853
H17 -1.431 -2.452 1.982
H18 -1.508 -3.320 4.282
H19 0.592 -3.711 5.530
H20 2.774 -3.218 4.479
H21 2.867 -2.335 2.187
H22 -0.037 -4.494 0.472
H23 -0.770 -6.098 -1.265
H24 -0.949 -5.375 -3.620
H25 -0.403 -3.049 -4.262
H26 0.318 -1.430 -2.541

Computed properties:
spin multiplicity = 5
E_LUMO (alpha / beta) = -0.1991 / -0.3116 Ha
charge = +2
expectation value of S² = 6.04
electronic energy = -202686.422 eV
HOMO-LUMO gap (alpha / beta) = 4.97 / 5.70 eV
HOMO (alpha / beta) = -10.39 / -14.18 eV

=====

9.
C21H14ClN2O5Pt as an isolated structure, computed with wB97M-V/def2-TZVPD.

Element x y z (Å)
Pt1 0.048 -0.054 0.069
O1 0.857 -2.664 -4.573
C1 -0.436 -2.375 -4.575
C2 -1.177 -2.809 -5.677
C3 -2.516 -2.516 -5.778
C4 -3.176 -1.786 -4.774
C5 -2.487 -1.380 -3.667
C6 -1.108 -1.649 -3.533
C7 -0.455 -1.190 -2.351
O2 -1.108 -0.494 -1.496
N1 0.859 -1.497 -2.126
N2 1.291 -1.052 -0.992
C8 2.563 -1.378 -0.631
C9 3.176 -0.961 0.524
C10 4.526 -1.361 0.752
C11 5.201 -0.981 1.868
C12 4.584 -0.152 2.848
C13 3.295 0.259 2.695
C14 2.542 -0.112 1.554
O3 1.362 0.326 1.485
H1 1.275 -2.357 -3.753
H2 -0.655 -3.375 -6.436
H3 -3.070 -2.855 -6.643
H4 -4.226 -1.550 -4.874
H5 -2.987 -0.851 -2.868
H6 3.091 -2.040 -1.309
H7 5.026 -1.967 0.008
H8 6.221 -1.311 2.005
H9 5.137 0.163 3.723
H10 2.798 0.864 3.440
Cl1 -1.427 7.012 -1.684
C15 -1.627 5.507 -0.873
C16 -2.700 5.316 -0.014
C17 -2.854 4.103 0.633
C18 -1.944 3.070 0.428
C19 -0.874 3.279 -0.430
C20 -0.709 4.491 -1.084
C21 -2.220 1.764 1.222
O4 -3.216 1.759 1.905
O5 -1.380 0.767 1.165
H11 -3.410 6.116 0.146
H12 -3.682 3.938 1.307
H13 -0.137 2.512 -0.609
H14 0.130 4.649 -1.748

Computed properties:
E_LUMO (alpha / beta) = -0.2777 / -0.2780 Ha
charge = +1
electronic energy = -50982.200 eV
HOMO-LUMO gap (alpha / beta) = 3.47 / 3.46 eV
HOMO (alpha / beta) = -11.03 / -11.03 eV